No. 1
Below is a single C4H8O molecule in a non-equilibrium geometry, with properties calculated with wB97M-V/def2-TZVPD.

Output
Spin multiplicity: 1
Total energy: -6322.9242 eV
Gap between HOMO and LUMO: 10.50 eV
Energy relative to the best compared isomer or geometry (same formula, charge and spin): 216.5 kJ/mol
Total charge: 0
Structure (SMILES): C1CCOC1

Each line ends with the natural charge from an NBO analysis.
Element x y z (Å)
C1 -0.881 0.533 -0.055  -0.459
C2 -0.511 -0.816 0.647  -0.434
C3 0.848 -1.079 -0.069  -0.066
O1 1.444 0.199 -0.342  -0.529
C4 0.425 1.204 -0.300  -0.072
H1 -1.360 0.253 -0.995  0.198
H2 -1.376 1.553 0.069  0.239
H3 -1.204 -1.645 0.433  0.218
H4 -0.364 -0.780 1.730  0.211
H5 1.539 -1.686 0.541  0.192
H6 0.724 -1.612 -1.024  0.165
H7 0.762 1.931 0.441  0.168
H8 -0.044 1.944 -1.077  0.170

=====

No. 2
Below is a single C4H8O molecule in a non-equilibrium geometry, with properties calculated with wB97M-V/def2-TZVPD.

Output
Spin multiplicity: 1
Total energy: -6323.8028 eV
Gap between HOMO and LUMO: 10.29 eV
Energy relative to the best compared isomer or geometry (same formula, charge and spin): 131.7 kJ/mol
Total charge: 0
Structure (SMILES): C/C=C/CO

Each line ends with the natural charge from an NBO analysis.
Element x y z (Å)
C1 2.061 -0.273 0.003  -0.649
C2 0.579 -0.253 -0.237  -0.176
C3 -0.282 0.743 -0.040  -0.252
C4 -1.705 0.484 -0.105  -0.101
O1 -2.186 -0.872 -0.040  -0.710
H1 2.498 -0.570 -0.969  0.219
H2 2.591 0.633 0.332  0.214
H3 2.289 -0.976 0.795  0.219
H4 0.148 -1.233 -0.481  0.198
H5 0.160 1.743 0.234  0.216
H6 -2.306 0.876 -0.984  0.199
H7 -2.203 1.001 0.786  0.165
H8 -1.643 -1.303 0.706  0.459

=====

No. 3
Below is a single C4H8O molecule in a non-equilibrium geometry, with properties calculated with wB97M-V/def2-TZVPD.

Output
Spin multiplicity: 1
Total energy: -6322.8258 eV
Gap between HOMO and LUMO: 10.33 eV
Energy relative to the best compared isomer or geometry (same formula, charge and spin): 226.0 kJ/mol
Total charge: 0
Structure (SMILES): CC1(O)CC1

Each line ends with the natural charge from an NBO analysis.
Element x y z (Å)
C1 0.497 1.359 0.132  -0.628
C2 0.092 0.022 -0.366  0.210
O1 0.772 -0.513 -1.482  -0.727
C3 -0.114 -1.033 0.726  -0.456
C4 -1.373 -0.377 -0.235  -0.429
H1 0.077 1.429 1.251  0.216
H2 0.307 2.303 -0.496  0.228
H3 1.637 1.241 0.313  0.214
H4 1.621 -0.812 -1.397  0.473
H5 0.276 -1.934 0.299  0.215
H6 -0.047 -0.824 1.791  0.214
H7 -1.890 0.400 0.290  0.218
H8 -1.855 -1.261 -0.825  0.251

=====

no.,LUMO (eV)
1,1.049
2,1.004
3,0.966